Entry from the Open Molecules 2025 dataset: one molecule with the formula C10H17N3S (ωB97M-V with the def2-TZVPD basis set).

Geometry as ORCA input:
```
! RIJCOSX wB97M-V def2-TZVPD def2/J DEFGRID3
* xyz 0 1
C 2.3216 1.8239 -0.1709
C 2.6888 0.4008 0.2327
C 2.8142 -0.7606 -1.0269
C 1.3852 -0.9656 -1.4697
C 0.3401 -1.4237 -0.2925
N 0.2805 -0.2341 0.4180
C -0.8478 -0.4768 1.3659
C -2.0778 -0.4357 0.7615
C -2.9736 -1.2277 0.4337
S -4.4525 -0.7678 -0.4811
C -3.7060 0.5973 -0.2725
N -4.4803 1.8324 -0.6680
N -2.5729 0.9322 0.4730
C 1.5135 -0.0655 1.1425
H 1.4012 1.8195 -0.6221
H 3.0992 2.2145 -1.0858
H 2.3599 2.6636 0.4976
H 3.6186 0.4569 0.8726
H 3.2359 -1.3488 -0.4966
H 3.4125 -0.2448 -1.5092
H 1.6262 -1.6531 -2.2698
H 1.0809 -0.1732 -2.0318
H 0.6856 -2.2031 0.1743
H -0.5503 -1.2839 -1.1628
H -0.6510 0.3731 2.1737
H -0.7479 -1.4494 2.0572
H -2.8026 -2.5295 0.6507
H -5.2495 1.6671 -1.1123
H -3.9409 2.5633 -0.5248
H 1.7840 -0.9022 1.8710
H 1.4053 0.8012 2.0724
*
```

Results
Kohn-Sham gap = 0.3288 hartree
E_HOMO = -8.4 eV
Relative energy (zero: lowest compared OMol25 entry of this formula, charge and spin) = 220.52 kcal/mol
SMILES = C[C@@H]1CCCN(Cc2csc(N)n2)C1
Max |F| = 13.58 eV Å⁻¹